Record 1
C6H11N5O | ωB97M-V/def2-TZVPD

## Properties
- F_max: 1.309 eV/Å
- Kohn-Sham gap: 8.03 eV
- E_HOMO: -7.3439 eV
- SMILES: N/C=C\C=N\N.O=C1CN=CN1
- ΔE to the lowest compared entry with this formula, charge and spin: 0.0 kcal per mole

ORCA input file:
```
! RIJCOSX wB97M-V def2-TZVPD def2/J DEFGRID3
* xyz 0 1
C 3.73483 0.76484 0.31115
C 2.38857 0.28724 0.83617
C 3.23210 -1.31327 -0.38800
C -4.22894 0.45732 0.19930
C -3.32402 1.09778 -0.57043
C -1.94005 0.68931 -0.70864
H 2.38062 0.27442 1.92441
H 1.58877 0.94528 0.49187
H 3.41595 -2.23706 -0.92348
H 5.06725 -0.30821 -0.94071
H -4.64111 -0.93168 1.64931
H -3.03865 -1.00197 0.95636
H -5.25827 0.85210 0.27544
H -3.63749 1.98604 -1.11271
H -1.29951 1.33711 -1.32305
H 0.30398 -0.15643 -1.17074
H 0.10941 -1.57707 -0.28738
N 2.19793 -1.06650 0.30356
N 4.18536 -0.30039 -0.44266
N -4.01371 -0.69498 0.89357
N -1.44737 -0.35718 -0.15418
N -0.08927 -0.56090 -0.28893
O 4.31361 1.81419 0.46980
*
```



Record 2
C6H11N5O2 | ωB97M-V/def2-TZVPD

## Properties
- F_max: 4.507 eV/Å
- Kohn-Sham gap: 9.34 eV
- E_HOMO: -8.6876 eV
- SMILES: O=[N+]([O-])N1N2C[C@@H]3C[C@H](C2)NN1C3
- ΔE to the lowest compared entry with this formula, charge and spin: 147.3 kcal per mole

ORCA input file:
```
! RIJCOSX wB97M-V def2-TZVPD def2/J DEFGRID3
* xyz 0 1
C -1.93298 0.08394 -0.32846
C -0.38905 -1.01570 1.25774
C -0.24493 1.43954 1.08161
C 0.21284 -1.17061 -1.09071
C -1.23439 0.25689 1.07226
C -0.74522 0.03053 -1.35991
N 0.15891 1.21025 -1.20873
N 0.69694 -1.10084 0.27649
N 0.72635 1.27305 0.00161
N 1.39349 0.03950 0.38066
N 2.71431 -0.05638 0.11914
O 3.15802 -1.16675 -0.03724
O 3.41816 0.93660 0.13346
H -2.51603 -0.88275 -0.18763
H -2.52865 0.88320 -0.66065
H 0.13611 -1.02197 2.27649
H -0.98731 -1.94215 1.20329
H -0.64172 2.40764 0.76134
H 0.22485 1.48264 2.08313
H -0.09408 -2.16188 -1.30578
H 1.09530 -1.02755 -1.66848
H -2.08306 0.28369 1.70264
H -1.19482 0.04611 -2.43005
H 0.65696 1.17299 -2.07224
*
```



Record 3
C6H11NO | ωB97M-V/def2-TZVPD

## Properties
- F_max: 1.005 eV/Å
- Kohn-Sham gap (spin up / spin down): 5.96 / 4.54 eV
- <S²>: 0.775
- E_HOMO (spin up / spin down): -2.2787 / -2.2400 eV
- ΔE to the lowest compared entry with this formula, charge and spin: 33.3 kcal per mole

ORCA input file:
```
! RIJCOSX wB97M-V def2-TZVPD def2/J DEFGRID3
* xyz -1 2
O 2.33501 1.99659 -2.64754
C 1.80417 1.19921 -1.84132
C 0.53682 0.61407 -1.86733
C 0.04777 -0.23675 -0.75213
C -1.12130 0.38565 0.05116
N -1.36097 -2.06559 2.89783
C -1.05875 -1.56598 1.71602
C -1.50915 -0.32096 1.29095
H 2.40515 0.86880 -0.94677
H 0.78216 0.54336 3.86338
H -0.11255 0.89313 -2.69463
H -0.23963 -1.25365 -1.08125
H 0.89179 -0.42892 -0.07530
H -0.79396 1.40377 0.29520
H -1.94541 0.53133 -0.65537
H 1.34630 0.15527 3.58476
H -1.04994 -3.03534 2.91740
H -0.40586 -2.12339 1.04267
H -2.18185 0.15633 2.00345
*
```



> What is the ΔE to the lowest compared entry with this formula, charge and spin in the third record?

33.3 kcal per mole



> What is the formula in the first record?

C6H11N5O



> Which of these has the lowest ΔE to the lowest compared entry with this formula, charge and spin?

C6H11N5O



> Which of these has the lowest F_max?

C6H11NO